This record from the OMol25 dataset describes a structure of composition C18H19AuF3N3SSeSi. The level of theory is ωB97M-V with the def2-TZVPD basis set.

Properties
E_tot = -4385.9099 a.u.
F_max = 1.91 eV/A
Orbital gap (spin up / spin down) = 5.36 / 5.53 eV
E_LUMO (spin up / spin down) = -0.0977 / -0.0984 Eh
HOMO energy (spin up / spin down) = -8.02 / -8.21 eV

Each line ends with the natural charge from an NBO analysis.
CARTESIAN COORDINATES (ANGSTROEM)
1 Au 0.934 -0.445 -0.921  1.078
2 F 3.610 4.315 -0.169  -0.315
3 C 4.019 3.876 -1.370  0.984
4 F 5.117 3.137 -1.165  -0.310
5 F 4.421 4.969 -2.045  -0.329
6 C 2.946 3.129 -2.109  -0.229
7 C 2.574 3.525 -3.377  -0.090
8 C 1.579 2.826 -4.050  -0.312
9 C 1.000 1.747 -3.415  0.068
10 N 1.365 1.345 -2.207  -0.577
11 C 2.330 1.996 -1.536  0.092
12 S 2.736 1.319 -0.028  -0.255
13 H 3.060 4.368 -3.843  0.239
14 H 1.274 3.111 -5.042  0.233
15 H 0.220 1.165 -3.887  0.211
16 C -2.798 -3.488 2.086  -1.082
17 Si -1.194 -4.311 1.445  1.564
18 C -0.324 -5.240 2.868  -1.085
19 C -1.550 -5.539 0.031  -1.084
20 C -0.182 -2.944 0.683  -0.548
21 C 0.318 -2.017 0.087  -0.308
22 H -3.494 -4.230 2.469  0.231
23 H -3.304 -2.937 1.299  0.236
24 H -2.594 -2.786 2.889  0.233
25 H -0.929 -6.078 3.202  0.235
26 H -0.144 -4.602 3.727  0.237
27 H 0.635 -5.633 2.549  0.245
28 H -2.128 -6.392 0.373  0.231
29 H -0.620 -5.912 -0.384  0.244
30 H -2.097 -5.068 -0.779  0.237
31 C -3.046 3.782 2.357  -0.640
32 C -2.184 2.852 1.572  0.058
33 C -2.169 2.854 0.181  -0.251
34 C -1.383 1.934 -0.487  0.058
35 N -0.636 1.044 0.143  -0.479
36 C -0.623 1.037 1.468  0.072
37 C -1.374 1.921 2.217  -0.243
38 H -3.605 4.447 1.706  0.222
39 H -2.437 4.376 3.037  0.235
40 H -3.748 3.205 2.958  0.234
41 H -2.770 3.559 -0.372  0.224
42 H -1.353 1.901 -1.568  0.204
43 H 0.004 0.288 1.929  0.227
44 H -1.337 1.886 3.294  0.227
45 Se 2.697 -1.559 -2.764  0.118
46 C 3.361 -2.924 -1.813  -0.029
47 N 3.824 -3.809 -1.241  -0.308